(1)
C7H13N3PS | wB97M-V/def2-TZVPD

Each line ends with the natural charge from an NBO analysis.
CARTESIAN COORDINATES (ANGSTROEM)
C (2.43584, 1.37705, -1.85848)  0.10
C (3.46568, 1.06754, 0.26673)  -0.02
P (-3.80050, -0.09366, 0.20155)  1.76
H (-5.73654, -0.93109, -0.83409)  0.39
H (4.41462, 0.68973, 2.19552)  0.26
H (2.17682, 1.06782, -2.86410)  0.22
H (3.32935, 2.20443, 0.57101)  0.26
C (4.08632, -1.12783, 1.06347)  -0.05
C (3.56100, -1.75751, -0.09024)  -0.20
C (4.06221, 0.21415, 1.29211)  -0.24
H (-3.69651, -1.98728, 1.45803)  0.41
H (4.60683, -1.70953, 1.86350)  0.25
N (-3.88683, 1.52283, 0.74718)  -1.20
C (3.09694, -0.90095, -1.13601)  -0.06
N (-5.30732, -0.02716, -0.67214)  -1.15
S (-1.93029, -0.23956, -0.41699)  -0.68
H (-3.09205, 1.99589, 1.01394)  0.41
H (3.53559, -2.78723, -0.27381)  0.25
H (-4.93020, 1.81946, 0.84381)  0.42
H (2.88787, -1.39495, -2.05971)  0.25
N (-4.16818, -1.08090, 1.48857)  -1.15
H (-5.19444, -1.23091, 1.38543)  0.39
C (3.03808, 0.51345, -0.93251)  -0.21
H (-5.35175, 0.43930, -1.53042)  0.40
H (2.39746, 2.35691, -1.72235)  0.20

DFT total energy	-32056.886	eV
E_HOMO (spin up / spin down)	-10.72 / -10.72	eV
charge	+1
orbital gap (spin up / spin down)	4.10 / 4.10	eV


(2)
C7H13N3S | wB97M-V/def2-TZVPD

Each line ends with the natural charge from an NBO analysis.
CARTESIAN COORDINATES (ANGSTROEM)
N (-1.24410, -0.10844, -1.02509)  -0.21
C (1.97406, -0.27591, -0.95519)  -0.60
H (-0.16789, 0.26616, 1.63731)  0.22
H (-2.56504, -1.39185, 1.66744)  0.24
N (-0.22591, 0.63504, -1.34626)  -0.47
C (-1.25625, -0.79380, 0.09708)  0.16
S (-2.85092, 5.13355, -0.72817)  -0.09
H (-3.16306, -1.53570, -0.08401)  0.22
C (-2.05638, 3.89026, -1.27617)  0.24
C (1.22868, 1.71309, 0.34413)  -0.61
H (-1.87659, -2.74658, 0.47979)  0.23
N (-1.56815, 2.90641, -1.72142)  -0.66
C (0.05433, -0.46592, 0.77773)  -0.47
H (-2.06687, -0.17062, -1.80304)  0.43
C (-2.32414, -1.72999, 0.59129)  -0.64
H (0.70722, -1.21523, 1.25737)  0.23
H (2.25817, 0.22458, -1.88679)  0.22
H (2.03478, 1.43944, 1.20186)  0.21
H (2.81615, -0.22516, -0.21942)  0.20
H (1.63938, 2.55364, -0.10285)  0.22
H (0.36755, 2.17857, 1.06183)  0.20
H (1.66430, -1.31401, -1.12403)  0.20
H (-0.81581, 2.27815, -1.73853)  0.44
C (0.75119, 0.49358, -0.33244)  0.07

DFT total energy	-22772.068	eV
E_HOMO (spin up / spin down)	-7.41 / -7.41	eV
charge	0
orbital gap (spin up / spin down)	7.93 / 7.93	eV


(3)
C7H13N4O | wB97M-V/def2-TZVPD

Each line ends with the natural charge from an NBO analysis.
CARTESIAN COORDINATES (ANGSTROEM)
N (0.38257, 3.04999, -0.30884)  -0.65
H (-0.35236, 0.94358, 1.95283)  0.24
H (1.47597, -2.87182, 0.75210)  0.23
H (0.21363, 3.80639, 0.37210)  0.38
C (1.54531, 1.03090, -0.18111)  0.74
C (-0.92080, -2.40375, -0.23230)  -0.68
H (-1.26731, 2.16935, 0.83416)  0.21
C (1.87062, -2.02599, 0.18580)  -0.45
H (2.92256, -1.80493, 0.50230)  0.24
N (0.97469, -0.93916, 0.11249)  -0.40
C (-2.42524, 0.15990, -0.27516)  0.30
H (-0.15420, -3.12690, -0.77536)  0.24
H (-1.06808, -2.89004, 0.70844)  0.26
H (-1.87002, -2.35883, -0.77529)  0.25
H (-2.79661, -0.57050, -0.94969)  0.19
H (1.20011, 3.32988, -0.86434)  0.40
C (-0.26482, -1.05119, -0.00150)  0.36
O (-3.29918, 1.10291, -0.07103)  -0.60
H (-2.86763, 1.85582, 0.41294)  0.49
C (-0.61107, 1.28789, 1.01014)  -0.22
H (1.97893, -2.41370, -0.77361)  0.22
C (-1.12656, 0.07633, 0.17402)  -0.25
H (3.32174, 0.73432, -1.33373)  0.46
N (0.54797, 1.79183, 0.33466)  -0.29
N (2.58975, 1.11773, -0.81004)  -0.65

DFT total energy	-15467.217	eV
SMILES	C/N=C(C)/C(=C/O)C[N+](N)=C=N
E_HOMO	-12.69	eV
charge	+1
orbital gap	9.50	eV


(4)
C7H13N4O2S | wB97M-V/def2-TZVPD

Each line ends with the natural charge from an NBO analysis.
CARTESIAN COORDINATES (ANGSTROEM)
H (0.14271, -2.71959, -2.33007)  0.19
N (1.57097, -1.60620, -0.61100)  -1.11
H (1.67350, 1.32332, 2.39594)  0.25
O (-0.38566, -1.24348, -3.50627)  -0.48
N (1.33286, 1.00913, 0.31113)  -0.66
H (-3.22088, -1.06929, -2.04074)  0.26
O (1.01973, -1.15848, 1.81318)  -0.85
H (1.80702, 2.39771, -1.03476)  0.23
C (1.67397, 1.83303, 1.43951)  -0.45
C (-0.35414, -1.70800, -2.38218)  0.38
N (-0.67117, -0.60739, -0.12248)  -0.50
H (2.40532, -1.46215, -1.13473)  0.43
S (1.08501, -0.63736, 0.42867)  2.24
C (-1.12364, -1.02127, -1.28052)  0.01
C (-2.48500, -0.92417, -1.26828)  0.00
H (-0.67084, 0.63447, 2.27453)  0.26
C (-1.58057, 0.08922, 2.08660)  -0.68
H (0.95943, 2.69839, 1.46372)  0.23
H (-2.36184, 0.79090, 2.32175)  0.25
H (2.78201, 2.06815, 1.36968)  0.23
N (-2.91579, -0.41460, -0.07268)  -0.47
C (2.03787, 1.37534, -1.00844)  -0.39
H (-1.67455, -0.85299, 2.69406)  0.28
H (1.41172, 0.77554, -1.71515)  0.22
H (3.06598, 1.11584, -1.07310)  0.22
H (-3.82621, -0.43883, 0.31927)  0.45
C (-1.69782, -0.24723, 0.66237)  0.47

DFT total energy	-28350.370	eV
SMILES	Cc1[nH+]cc(C=O)n1[S@](=N)(=O)N(C)C
E_HOMO	-13.40	eV
charge	+1
orbital gap	10.12	eV


(5)
C7H13N4S | wB97M-V/def2-TZVPD

Each line ends with the natural charge from an NBO analysis.
CARTESIAN COORDINATES (ANGSTROEM)
N (0.02679, -0.83229, 0.43606)  -0.48
C (3.02547, 0.45786, -0.85668)  -0.22
H (3.10585, 1.53182, -0.74182)  0.21
S (-2.98113, -0.27471, -0.74957)  0.80
N (1.57043, 0.23208, -0.73775)  -0.47
C (3.55397, -0.38776, 0.37851)  -0.22
C (-1.20425, 1.22097, 0.58539)  -0.22
H (-0.79781, 1.31249, 1.59894)  0.24
H (3.43517, -0.02937, -1.78500)  0.20
C (-3.55445, -1.69950, -0.10864)  -0.46
H (-3.84031, -1.62062, 0.96066)  0.25
H (-1.30534, 2.19429, 0.09905)  0.23
H (-0.37278, -1.17037, 1.29128)  0.40
N (2.37876, -0.96524, 1.03211)  -0.49
H (-2.58253, 0.05846, 1.61279)  0.24
N (-0.63001, 0.22537, -0.29067)  -0.27
H (4.01121, 0.28819, 1.09625)  0.21
H (0.10399, 1.51952, -1.58100)  0.21
C (1.39721, -0.64809, 0.31854)  0.54
H (-3.51196, -2.62786, -0.67605)  0.27
C (0.24585, 0.45641, -1.33971)  -0.02
H (-3.55649, 1.27477, 0.91885)  0.26
C (-2.72383, 0.69761, 0.71592)  -0.59
H (4.19594, -1.06295, -0.05012)  0.20
H (0.01027, -0.15109, -2.12734)  0.19

DFT total energy	-24254.164	eV
E_HOMO (spin up / spin down)	-11.38 / -11.38	eV
charge	+1
orbital gap (spin up / spin down)	5.62 / 5.62	eV


(6)
C7H13NO | wB97M-V/def2-TZVPD

Each line ends with the natural charge from an NBO analysis.
CARTESIAN COORDINATES (ANGSTROEM)
H (0.03375, 1.73983, 1.29012)  0.21
H (1.19341, 0.50913, 1.84226)  0.19
C (-1.96018, 0.20495, 1.49192)  -0.66
C (-0.23121, -0.64244, -0.24823)  0.18
H (-1.38306, 0.35807, 2.40964)  0.22
N (0.72477, 0.46239, -0.22082)  -0.45
H (1.14913, -2.19660, -0.81982)  0.21
H (1.68755, -0.01538, -2.01395)  0.22
H (2.40194, 1.30634, -1.10044)  0.21
C (-0.93184, 0.90218, -1.50400)  0.46
C (1.93369, 0.32542, -1.01219)  -0.40
H (0.16217, -1.57176, -2.15163)  0.22
C (0.93002, 1.18603, 1.02269)  -0.40
O (-1.50503, 1.81812, -1.08892)  -0.58
C (-1.30716, -0.76898, 0.56353)  -0.23
H (-2.11206, 1.18146, 1.01925)  0.23
C (0.15895, -1.83037, -1.09327)  -0.64
H (-1.85340, -1.69555, 0.44803)  0.21
H (-0.55238, -2.63957, -0.94582)  0.23
H (-2.93829, -0.17337, 1.78525)  0.22
H (2.66166, -0.36471, -0.56458)  0.18
H (1.73759, 1.90478, 0.89097)  0.21

DFT total energy	-11005.212	eV
E_HOMO	-8.16	eV
charge	0
orbital gap	9.09	eV


(7)
C7H13NO | wB97M-V/def2-TZVPD

Each line ends with the natural charge from an NBO analysis.
CARTESIAN COORDINATES (ANGSTROEM)
H (-2.44898, 0.97689, -1.18428)  0.19
H (2.60327, -1.32049, -1.21427)  0.47
H (0.33785, -1.04958, -1.56158)  0.17
C (-2.14527, -0.79587, 0.06390)  -0.43
C (1.70960, -0.53831, 0.21803)  0.07
H (0.48530, 2.50442, -0.70661)  0.18
H (-0.55228, -1.12627, 1.43858)  0.20
H (1.41878, -0.66761, 1.24913)  0.18
C (1.87608, 0.95826, 0.32134)  -0.43
O (2.98088, -1.04656, -0.36180)  -0.69
H (-2.86991, -0.94627, 0.87628)  0.22
H (-0.85911, -2.53427, 0.14807)  0.23
C (-1.91831, 0.66458, -0.26533)  -0.21
C (0.20062, -0.70218, -0.45702)  -0.04
N (-0.40966, 0.59591, -0.57502)  -0.47
C (0.48704, 1.59710, 0.01417)  -0.20
H (2.10646, 1.26728, 1.34862)  0.20
H (-2.24662, 1.36834, 0.50623)  0.19
H (0.15431, 2.05249, 0.88052)  0.17
C (-0.87694, -1.42772, 0.44316)  -0.42
H (2.62486, 1.38995, -0.26038)  0.22
H (-2.65798, -1.22011, -0.92174)  0.20

DFT total energy	-11004.639	eV
SMILES	O[C@H]1CCN2CCC[C@H]12
E_HOMO	-8.04	eV
charge	0
orbital gap	9.00	eV


(8)
C7H13NO | wB97M-V/def2-TZVPD

Each line ends with the natural charge from an NBO analysis.
CARTESIAN COORDINATES (ANGSTROEM)
H (0.06900, 0.31577, 1.78366)  0.22
C (-0.03344, 0.64959, 0.74866)  -0.19
C (-0.68481, -0.50444, -1.55868)  -0.60
H (-0.83297, 2.57978, 1.22876)  0.22
H (-2.06674, 1.35583, 0.85927)  0.22
O (-1.35773, -3.28715, 2.19998)  -0.96
C (0.36077, -1.79220, 0.29088)  0.34
H (-1.14595, -2.43329, 2.59266)  0.46
H (0.72838, 1.99874, -1.63263)  0.21
H (-0.16634, -1.08020, -2.33695)  0.23
H (-1.13599, 2.10761, -0.45212)  0.21
H (2.09080, 0.18740, 0.49547)  0.23
H (2.23665, 1.09856, -1.88985)  0.22
H (2.16168, 2.39359, -0.67399)  0.22
C (1.22778, 0.56684, -0.05581)  -0.18
N (0.86625, -2.79772, 0.63253)  -0.38
H (-0.84862, 0.50622, -1.94558)  0.22
C (0.13090, -0.47545, -0.27822)  -0.18
C (1.59865, 1.56462, -1.12590)  -0.62
C (-1.07314, 1.72914, 0.57503)  -0.62
H (-0.45352, -3.72708, 1.92953)  0.50
H (-1.67163, -0.95616, -1.38670)  0.23

DFT total energy	-11006.289	eV
SMILES	C[C@@H]1[C@H](C)[C@@]1(C)C#N.O
E_HOMO	-10.04	eV
charge	0
orbital gap	10.69	eV


(9)
C7H13NO | wB97M-V/def2-TZVPD

Each line ends with the natural charge from an NBO analysis.
CARTESIAN COORDINATES (ANGSTROEM)
H (1.90693, 0.19598, 3.20862)  0.23
C (0.33667, 0.86570, 0.22636)  -0.38
H (-0.14641, -1.76679, 0.10359)  0.43
H (-2.43417, 1.48841, -0.78044)  0.23
C (-1.84261, 0.64437, -1.11280)  -0.54
H (-1.60005, -2.42115, -2.40914)  0.19
N (-0.36200, -1.65463, -0.89330)  -0.75
H (0.90807, 2.94411, 0.51696)  0.21
C (-0.69296, 0.39764, -0.52805)  0.32
H (1.42792, 1.81539, 2.63973)  0.22
H (-2.24980, 0.03104, -1.90316)  0.22
C (0.72718, 0.16151, 1.42845)  0.56
C (1.05271, 2.13294, -0.20331)  -0.60
C (-1.44099, -2.53031, -1.33563)  -0.42
H (-2.35692, -2.23752, -0.82070)  0.21
C (1.75356, 0.81983, 2.33095)  -0.71
H (2.70530, 0.94114, 1.80713)  0.22
H (2.13164, 1.98262, -0.30862)  0.20
O (0.26972, -0.94798, 1.74819)  -0.65
H (0.66736, 2.47760, -1.16228)  0.22
H (-1.24815, -3.58587, -1.11537)  0.19
H (0.48701, -1.75403, -1.43720)  0.37

DFT total energy	-11004.985	eV
SMILES	C=C=C(C)C(C)=O.CN
E_HOMO	-7.67	eV
charge	0
orbital gap	8.59	eV


(10)
C7H13NO | wB97M-V/def2-TZVPD

Each line ends with the natural charge from an NBO analysis.
CARTESIAN COORDINATES (ANGSTROEM)
H (1.82420, 1.93925, -0.45813)  0.21
C (-0.62967, -0.38084, -0.96395)  -0.20
H (-2.14546, -0.42182, -2.49885)  0.22
C (-0.28723, -0.53211, 0.53561)  0.05
H (-2.65822, 0.25471, -0.90558)  0.19
H (1.27479, -1.92105, 1.61386)  0.24
H (2.82338, -0.11630, -0.20415)  0.48
H (-2.48149, -1.43598, -1.14329)  0.21
C (0.87455, 1.45251, -0.02119)  -0.42
H (0.42157, 2.24538, 0.63293)  0.23
H (-1.83298, 0.89158, 0.68952)  0.35
H (0.35102, 1.07343, -2.12574)  0.22
C (0.69499, -0.98553, 1.63072)  -0.36
H (-0.02771, -1.13200, -1.49896)  0.23
H (0.42649, -0.65592, 2.60081)  0.23
C (-2.06211, -0.47846, -1.40629)  -0.61
H (-1.84990, -0.42299, 1.72326)  0.37
C (-0.12721, 1.07435, -1.17540)  -0.42
O (2.00678, -0.64497, -0.19567)  -0.74
C (1.09168, 0.05567, 0.61715)  0.18
N (-1.22094, 0.27222, 1.30271)  -0.85
H (-0.96337, 1.72244, -1.27929)  0.20

DFT total energy	-11003.813	eV
SMILES	C[C@H]1CC[C@]2(O)C[C@]12N
E_HOMO	-8.00	eV
charge	0
orbital gap	8.99	eV


Values for ΔE to the lowest compared entry with this formula, charge and spin, kcal per mole, ordered as above
12.8; 88.9; 79.0; 51.4; 116.0; 58.6; 71.8; 33.8; 63.8; 90.9